No. 1
Formula: C4H12O2
Source: the Open Molecules 2025 dataset
Level of theory: ωB97M-V/def2-TZVPD

Cartesian coordinates (Å):
C1 1.715 0.448 -2.880
H1 0.129 -1.121 1.340
H2 0.238 0.991 -4.411
C2 0.388 1.077 -3.344
H3 -0.463 0.615 -2.857
O1 2.577 1.383 -2.263
H4 -0.675 -0.380 4.412
H5 -1.857 -1.731 4.597
H6 0.391 2.138 -3.093
C3 -1.393 -1.003 2.548
H7 -2.007 -1.804 2.141
H8 -1.691 -0.071 2.077
H9 1.469 -0.281 -2.117
O2 -0.020 -1.281 2.279
C4 -1.584 -0.849 4.045
H10 -2.375 -0.111 4.208
H11 2.211 0.015 -3.747
H12 2.947 1.964 -2.932

Summary:
Orbital gap (eV): 10.9032
ΔE to the lowest compared entry with this formula, charge and spin (kJ/mol): 84.6
LUMO level (eV): 0.663
HOMO (eV): -10.24
Total charge: 0
Calculated total energy (eV): -8436.6374
SMILES: CCO.CCO



No. 2
Formula: C3H8NO2
Source: the Open Molecules 2025 dataset
Level of theory: ωB97M-V/def2-TZVPD

Cartesian coordinates (Å):
H1 0.413 0.651 1.765
H2 -2.200 1.077 -2.393
O1 -0.722 2.241 -0.930
O2 1.065 -2.150 0.239
H3 -0.148 2.697 -0.305
C1 1.097 -0.859 0.469
H4 1.846 -0.316 -0.109
H5 -2.088 -0.463 -1.970
H6 -0.348 -0.957 2.109
C2 0.545 -0.404 1.725
C3 -0.798 0.934 -0.923
H7 1.346 -0.538 2.532
H8 1.678 -2.388 -0.390
N1 -1.687 0.474 -1.819

Summary:
Orbital gap (eV): 7.7044
ΔE to the lowest compared entry with this formula, charge and spin (kJ/mol): 366.2
LUMO level (eV): -5.369
HOMO (eV): -13.07
Total charge: +1
Calculated total energy (eV): -8816.1567



No. 3
Formula: C5H17NO4
Source: the Open Molecules 2025 dataset
Level of theory: ωB97M-V/def2-TZVPD

Cartesian coordinates (Å):
H1 -3.230 -2.954 -0.677
H2 1.002 3.245 1.324
C1 1.366 0.648 0.224
C2 -0.430 -1.303 0.142
H3 0.250 -0.911 -3.972
H4 2.137 -0.050 -0.117
C3 0.424 -1.994 0.883
H5 -0.658 0.952 0.282
C4 -2.234 -2.686 -0.379
H6 0.293 -3.041 1.172
O1 0.134 3.415 0.977
O2 1.201 -0.903 -3.994
H7 -2.397 2.302 -0.419
H8 1.515 -1.673 -3.475
H9 -2.630 1.938 -1.899
O3 -2.863 2.582 -1.211
H10 1.312 -0.434 3.932
H11 1.416 -1.666 1.094
C5 -0.042 0.158 -0.162
H12 0.089 4.238 0.452
H13 1.616 1.579 -0.274
H14 1.378 0.740 1.304
O4 2.069 0.060 3.646
N1 -1.740 -1.525 -0.302
H15 -1.612 -3.580 -0.298
H16 1.791 0.681 2.995
H17 -0.156 0.181 -1.246

Summary:
Orbital gap (eV): 9.7506
ΔE to the lowest compared entry with this formula, charge and spin (kJ/mol): 255.8
LUMO level (eV): 0.242
HOMO (eV): -9.51
Total charge: 0
Calculated total energy (eV): -15138.6940
SMILES: C=NC(=C)CC.O.O.O.O



No. 4
Formula: C3H8FN
Source: the Open Molecules 2025 dataset
Level of theory: ωB97M-V/def2-TZVPD

Cartesian coordinates (Å):
F1 1.529 -0.948 -0.542
N1 1.146 1.441 1.019
H1 1.953 1.120 0.849
H2 0.284 -1.162 0.939
H3 -0.150 1.182 -0.826
H4 -1.189 -0.076 -1.642
H5 0.585 1.292 1.992
C1 0.334 -0.687 -0.069
H6 -1.859 -0.799 -0.168
C2 -0.838 -1.085 -0.859
C3 0.110 0.946 0.205
H7 -0.958 -2.057 -1.537
H8 -0.945 0.833 0.639

Summary:
Orbital gap (eV): 9.8717
ΔE to the lowest compared entry with this formula, charge and spin (kJ/mol): 328.8
LUMO level (eV): 0.899
HOMO (eV): -8.97
Total charge: 0
Calculated total energy (eV): -7444.7772
SMILES: C[C@@H](F)CN



No. 5
Formula: C3H5NO2
Source: the Open Molecules 2025 dataset
Level of theory: ωB97M-V/def2-TZVPD

Cartesian coordinates (Å):
H1 -2.184 -0.561 0.807
H2 1.368 2.427 -0.749
O1 1.176 1.485 -0.882
H3 -1.057 0.793 0.700
N1 -0.221 -1.051 0.256
C1 1.042 -0.584 0.079
H4 -0.352 -2.049 0.166
H5 -1.697 0.064 -0.791
C2 1.243 0.894 0.287
C3 -1.355 -0.151 0.229
O2 2.038 -1.267 -0.104

Summary:
Orbital gap (eV): 9.4484
ΔE to the lowest compared entry with this formula, charge and spin (kJ/mol): 300.0
LUMO level (eV): 0.528
HOMO (eV): -8.92
Total charge: 0
Calculated total energy (eV): -8774.5850



No. 6
Formula: C4H11N3
Source: the Open Molecules 2025 dataset
Level of theory: ωB97M-V/def2-TZVPD

Cartesian coordinates (Å):
H1 -2.611 2.531 0.951
C1 -0.462 0.039 -0.518
C2 1.681 -1.112 -0.119
H2 2.837 -0.836 -1.873
H3 3.388 -1.598 0.734
H4 0.159 0.918 -0.711
H5 -0.952 2.414 0.411
H6 0.188 -1.073 1.100
H7 1.236 -1.455 -2.075
H8 -2.621 0.163 -0.221
C3 -1.766 1.837 0.864
N1 1.992 -1.179 -1.477
C4 -1.698 0.396 0.328
H9 -1.512 1.816 1.923
H10 -1.844 -0.274 1.188
N2 0.315 -1.047 0.095
N3 2.499 -1.137 0.848
H11 -0.831 -0.403 -1.450

Summary:
Orbital gap (eV): 9.9976
ΔE to the lowest compared entry with this formula, charge and spin (kJ/mol): 145.5
LUMO level (eV): 0.999
HOMO (eV): -9.00
Total charge: 0
Calculated total energy (eV): -8796.1107
SMILES: [H]/N=C(\N)NCCC



No. 7
Formula: C4H3BrF2
Source: the Open Molecules 2025 dataset
Level of theory: ωB97M-V/def2-TZVPD

Cartesian coordinates (Å):
C1 -0.388 -0.058 -0.634
H1 1.559 -0.877 2.827
C2 -0.509 -0.613 -1.810
F1 1.077 1.226 -2.265
Br1 -0.479 -0.822 1.542
F2 -1.142 1.660 -2.106
H2 0.286 0.413 3.689
C3 0.597 -0.423 2.966
H3 -0.870 -1.307 -2.404
C4 -0.130 0.799 -1.805

Summary:
Orbital gap (alpha / beta) (eV): 7.6490 / 7.6930
ΔE to the lowest compared entry with this formula, charge and spin (kJ/mol): 465.4
LUMO level (alpha / beta) (eV): -0.662 / -0.936
HOMO (alpha / beta) (eV): -8.31 / -8.63
Total charge: 0
Calculated total energy (eV): -79666.8199



No. 8
Formula: C8H16N2
Source: the Open Molecules 2025 dataset
Level of theory: ωB97M-V/def2-TZVPD

Cartesian coordinates (Å):
H1 2.197 -2.395 1.270
H2 1.084 2.802 0.569
H3 1.407 -1.058 2.006
C1 1.198 3.267 -0.418
C2 -0.997 -3.123 1.818
H4 0.247 3.113 -2.294
C3 0.102 -2.544 1.262
C4 -1.200 2.634 -0.782
H5 0.862 4.299 -0.295
C5 0.218 2.545 -1.365
H6 -1.628 -3.079 -1.345
H7 -0.164 0.523 -2.035
H8 1.522 1.027 -2.277
H9 1.587 -2.654 2.867
H10 2.228 3.156 -0.765
C6 0.654 1.123 -1.629
N1 -0.037 -2.491 -0.098
H11 -1.263 -3.225 2.856
N2 -1.852 -3.380 0.774
C7 -1.212 -2.998 -0.353
H12 -2.717 -3.889 0.805
H13 -1.513 3.671 -0.765
C8 1.368 -2.141 1.942
H14 -1.117 2.293 0.251
H15 -1.917 1.973 -1.260
H16 0.942 0.552 -0.735

Summary:
Orbital gap (eV): 9.5012
ΔE to the lowest compared entry with this formula, charge and spin (kJ/mol): 25.7
LUMO level (eV): 0.869
HOMO (eV): -8.63
Total charge: 0
Calculated total energy (eV): -11535.7184
SMILES: Cc1c[nH]cn1.CC(C)C



No. 9
Formula: C8H10GdO8P
Source: the Open Molecules 2025 dataset
Level of theory: ωB97M-V/def2-TZVPD

Cartesian coordinates (Å):
O1 -3.654 -0.521 2.953
H1 -4.261 0.239 -0.734
C1 2.061 0.270 -0.207
Gd1 -1.437 2.231 0.619
C2 0.006 -0.746 -1.087
H2 -5.512 -0.186 3.758
H3 -4.989 1.059 2.637
O2 3.244 0.418 -0.082
C3 -4.671 0.383 3.420
C4 1.296 -1.048 -0.357
O3 -0.812 -1.546 -1.576
C5 0.808 1.339 -0.006
C6 -1.878 -2.841 2.127
O4 -2.821 0.399 0.651
H4 -4.302 0.993 4.252
O5 0.349 1.280 1.322
H5 -2.080 -3.414 1.229
H6 -2.931 -0.909 -0.902
O6 -1.512 -1.501 1.767
H7 -2.781 -2.851 2.755
H8 0.965 2.428 -0.266
H9 -1.070 -3.319 2.692
O7 1.713 -2.124 0.008
C7 -0.215 0.670 -1.002
P1 -2.251 -0.113 2.260
C8 -3.598 -0.420 -0.219
H10 -4.124 -1.105 0.406
O8 -1.248 1.252 -1.376

Summary:
Orbital gap (alpha / beta) (eV): 7.4521 / 5.9280
ΔE to the lowest compared entry with this formula, charge and spin (kJ/mol): 284.1
LUMO level (alpha / beta) (eV): -9.079 / -11.224
HOMO (alpha / beta) (eV): -16.53 / -17.15
Total charge: +2
2S+1: 8
Calculated total energy (eV): -54938.3277



No. 10
Formula: C23H27N5O4S4V
Source: the Open Molecules 2025 dataset
Level of theory: ωB97M-V/def2-TZVPD

Cartesian coordinates (Å):
H1 4.144 1.521 -4.481
C1 1.891 1.427 2.777
H2 1.470 -2.731 -1.459
H3 1.125 2.525 1.086
S1 -1.111 0.039 -4.104
S2 -1.543 -4.696 0.027
O1 -1.594 -1.326 1.227
H4 -1.802 -1.876 3.762
H5 -4.806 1.703 2.127
H6 2.225 2.321 3.299
C2 -3.247 0.337 1.605
C3 3.046 0.806 2.019
C4 -4.168 0.562 3.828
H7 -4.412 0.592 -1.597
C5 1.311 -0.428 0.822
H8 1.881 -3.396 0.119
H9 -5.328 0.671 -0.082
H10 3.940 -2.613 -0.867
H11 0.218 2.414 -1.613
N1 -1.865 0.876 -1.699
C6 3.580 -1.324 0.815
C7 -2.428 -0.657 2.129
C8 0.791 1.758 1.789
H12 4.470 2.119 -2.100
C9 1.849 -2.476 -0.468
H13 3.801 0.413 2.700
H14 -4.862 1.047 4.501
O2 -1.923 -6.055 -0.047
C10 3.471 2.035 -2.508
H15 -0.479 1.965 -5.223
C11 -0.486 1.746 -4.155
C12 -4.441 1.028 -0.600
H16 4.546 -0.820 0.820
N2 -2.027 0.623 -0.353
C13 2.364 2.284 -1.710
C14 3.225 -1.854 -0.553
H17 3.533 1.541 1.373
C15 2.008 1.629 -4.369
H18 -1.212 2.395 -3.670
N3 0.441 0.539 1.070
C16 -3.325 -0.433 4.304
H19 -0.463 0.507 0.578
C17 1.081 2.201 -2.234
N4 0.855 -1.554 0.168
N5 2.581 -0.323 1.200
H20 3.612 -2.126 1.558
H21 -4.516 2.111 -0.721
H22 3.244 -1.040 -1.282
O3 -2.604 -3.650 0.096
C18 -2.444 -1.067 3.439
S3 -0.435 -4.059 1.637
C19 -3.194 0.689 0.154
V1 -0.873 -2.317 0.158
C20 3.288 1.706 -3.845
C21 -1.536 -0.133 -2.401
H23 -3.361 -0.729 5.343
H24 1.514 0.720 3.519
H25 -0.109 2.126 2.280
C22 0.892 1.873 -3.573
H26 1.872 1.373 -5.414
H27 2.505 2.570 -0.676
C23 -4.137 0.933 2.489
O4 -0.595 -4.162 -1.011
S4 -1.448 -1.879 -2.007

Summary:
Orbital gap (alpha / beta) (eV): 6.2471 / 6.2484
ΔE to the lowest compared entry with this formula, charge and spin (kJ/mol): 44.9
LUMO level (alpha / beta) (eV): -5.081 / -5.079
HOMO (alpha / beta) (eV): -11.33 / -11.33
Total charge: +1
Calculated total energy (eV): -108952.9294



No. 11
Formula: C8H6N3O
Source: the Open Molecules 2025 dataset
Level of theory: ωB97M-V/def2-TZVPD

Cartesian coordinates (Å):
C1 -1.238 2.025 1.304
C2 0.461 -2.060 0.223
N1 -2.015 1.215 -0.742
C3 1.649 -1.902 -0.487
H1 -1.492 2.765 2.048
H2 2.128 -2.746 -0.956
C4 1.602 0.431 0.037
H3 -1.068 -1.043 1.349
H4 2.005 1.432 0.019
N2 -2.092 1.997 0.276
O1 -2.903 0.480 -2.786
C5 2.213 -0.630 -0.577
H5 3.132 -0.478 -1.123
C6 -0.140 -0.972 0.802
N3 0.426 0.271 0.713
C7 -0.106 1.311 1.363
H6 0.005 -3.031 0.325
C8 -2.568 0.935 -1.787

Summary:
Orbital gap (alpha / beta) (eV): 6.3931 / 7.0367
ΔE to the lowest compared entry with this formula, charge and spin (kJ/mol): 65.3
LUMO level (alpha / beta) (eV): -6.173 / -5.774
HOMO (alpha / beta) (eV): -12.57 / -12.81
Total charge: +1
Calculated total energy (eV): -14898.7261



No. 12
Formula: C3H14O3S
Source: the Open Molecules 2025 dataset
Level of theory: ωB97M-V/def2-TZVPD

Cartesian coordinates (Å):
H1 -1.813 2.230 1.228
H2 3.566 -0.068 -2.471
C1 0.769 -1.848 0.313
H3 -0.071 1.293 -0.092
H4 -1.969 0.687 3.769
H5 1.210 -1.595 -4.953
O1 0.877 -0.966 -4.302
H6 -1.429 1.247 5.135
H7 0.337 -0.377 -4.840
H8 -2.302 0.698 1.835
H9 -2.563 0.980 0.103
C2 -1.920 1.191 0.942
H10 0.055 0.413 1.537
C3 -0.512 0.628 0.642
O2 3.085 0.526 -1.884
S1 -0.759 -1.007 -0.155
H11 0.628 -2.870 -0.006
H12 0.973 -1.831 1.385
H13 2.270 0.666 -2.384
O3 -2.038 1.397 4.412
H14 1.605 -1.393 -0.212

Summary:
Orbital gap (eV): 8.7517
ΔE to the lowest compared entry with this formula, charge and spin (kJ/mol): 78.4
LUMO level (eV): 0.473
HOMO (eV): -8.28
Total charge: 0
Calculated total energy (eV): -20315.4222
SMILES: CCSC.O.O.O



Number 1: maximum force 1.1 eV Å⁻¹. Number 2: maximum force 4.6 eV Å⁻¹. Number 3: maximum force 3.0 eV Å⁻¹. Number 4: maximum force 12.8 eV Å⁻¹. Number 5: maximum force 0.4 eV Å⁻¹. Number 6: maximum force 2.0 eV Å⁻¹. Number 7: maximum force 4.6 eV Å⁻¹. Number 8: maximum force 1.4 eV Å⁻¹. Number 9: maximum force 4.5 eV Å⁻¹. Number 10: maximum force 2.1 eV Å⁻¹. Number 11: maximum force 3.1 eV Å⁻¹. Number 12: maximum force 1.7 eV Å⁻¹.